{
  "formula": "C37H49FN3O7P2SScSe2Te2",
  "method": "ωB97M-V with the def2-TZVPD basis set",
  "symbols": ["Te", "Te", "Se", "Se", "Sc", "S", "P", "P", "F", "O", "O", "O", "O", "O", "O", "O", "N", "N", "N", "C", "C", "C", "C", "C", "C", "C", "C", "C", "C", "C", "C", "C", "C", "C", "C", "C", "C", "C", "C", "C", "C", "C", "C", "C", "C", "C", "C", "C", "C", "C", "C", "C", "C", "C", "C", "C", "H", "H", "H", "H", "H", "H", "H", "H", "H", "H", "H", "H", "H", "H", "H", "H", "H", "H", "H", "H", "H", "H", "H", "H", "H", "H", "H", "H", "H", "H", "H", "H", "H", "H", "H", "H", "H", "H", "H", "H", "H", "H", "H", "H", "H", "H", "H", "H", "H"],
  "xyz": [[-2.3398, -5.3662, 1.1130], [2.9018, -4.8215, -0.5403], [-0.9261, -3.6191, -0.1058], [1.2295, -3.4283, 0.7974], [-0.0032, -0.4633, 0.2343], [0.4745, 2.5695, 1.6684], [3.5235, 0.0079, 0.4206], [-2.8643, -0.2530, -1.4701], [0.7483, -4.9888, 6.2213], [-2.1125, -0.2735, -0.1678], [2.0366, 0.1095, 0.4315], [0.3845, -0.6588, -3.9079], [-0.0905, 2.0160, -3.2361], [-0.6363, 1.6274, 1.3117], [0.1421, -1.1355, -1.6713], [0.1373, 1.3436, -1.1185], [4.0924, 1.5787, 0.1833], [4.0740, -1.0235, -0.7146], [4.2599, -0.4466, 1.8242], [5.5313, 1.7315, 0.0462], [-1.5246, -0.2496, -5.2588], [-4.1993, -1.4564, -1.4515], [4.1284, -1.8543, 2.2325], [1.1213, -1.8216, 4.4862], [1.2433, 5.1019, 0.8665], [-5.3240, -3.2213, -0.2676], [-5.3681, 2.9082, -2.2885], [0.2511, 3.9877, 0.5757], [-3.5956, 1.3957, -1.6711], [-0.7661, -2.9712, 3.6058], [-4.9636, -1.7295, -2.5886], [-2.8202, 2.4789, -1.2577], [4.1963, 0.4670, 2.9585], [3.3220, -1.2503, -1.9526], [-4.8745, 1.6161, -2.1755], [-0.0632, 3.2894, 3.2406], [-3.3176, 3.7678, -1.3784], [5.4045, -1.6062, -0.7205], [-1.1187, -2.4663, -4.2883], [-0.2759, -0.3641, -2.6880], [-2.2440, 0.1073, -4.2045], [-0.5493, -4.0220, 4.4794], [-0.4652, -1.2673, -4.9190], [-1.5026, 3.7716, 3.2279], [-0.1671, -0.7412, 2.6092], [-6.1119, -3.4596, -1.3809], [1.3647, -2.8690, 5.3706], [0.5192, -3.9538, 5.3508], [-0.0462, 1.1476, -2.3709], [3.3684, 2.3275, -0.8445], [0.0646, -1.8411, 3.5686], [-1.8710, -0.6460, -2.9495], [-4.3669, -2.2140, -0.2987], [-4.5867, 3.9855, -1.8952], [-5.9285, -2.7195, -2.5458], [-1.8372, -2.1425, -3.2259], [3.5690, 3.3957, -0.7169], [-1.5838, -3.0553, 2.8997], [-1.8535, 3.9363, 4.2475], [0.6559, 4.0644, 3.5148], [3.2435, 0.3770, 3.4897], [-1.2126, -0.4108, 2.6712], [-6.5160, -2.9382, -3.4293], [-2.9507, 0.9260, -4.1969], [1.2276, 5.8381, 0.0621], [2.2891, -0.9322, -1.8465], [3.2079, -2.0177, 2.7990], [-3.7134, -2.0553, 0.5505], [-2.1369, 3.0155, 2.7642], [5.9883, -1.2188, -1.5652], [-4.7739, -1.1994, -3.5160], [2.2596, 4.7083, 0.9357], [5.3109, -2.6918, -0.8194], [0.1947, -1.5080, -5.7484], [1.0148, 5.6199, 1.8000], [4.9854, -2.1153, 2.8594], [-0.8869, -3.4810, -4.5786], [0.4620, 0.1110, 2.9060], [-5.4973, 0.7806, -2.4649], [3.3047, -2.3221, -2.1576], [-1.1832, -4.8988, 4.4411], [-1.5904, 0.2190, -6.2314], [5.8984, 1.3739, -0.9262], [2.1954, -2.8427, 6.0660], [2.2979, 2.1443, -0.7705], [-1.8356, 2.2983, -0.8411], [1.7749, -0.9558, 4.5174], [-2.7057, 4.6072, -1.0708], [-5.3967, -3.8471, 0.6110], [5.0030, 0.2212, 3.6546], [5.7895, 2.7908, 0.1336], [0.0610, 2.4521, 3.9305], [4.3118, 1.4960, 2.6248], [-2.2417, -2.8603, -2.5271], [6.0496, 1.1818, 0.8312], [5.9330, -1.3774, 0.2034], [-6.3655, 3.0710, -2.6783], [3.7928, -0.7130, -2.7857], [-1.6147, 4.7081, 2.6793], [4.1099, -2.5172, 1.3678], [0.3881, 3.5416, -0.4120], [3.6868, 2.0429, -1.8567], [-4.9708, 4.9947, -1.9864], [-0.7892, 4.3072, 0.6559], [-6.8455, -4.2566, -1.3602]],
  "forces_ev_per_angstrom": [[0.022, 0.027, -0.029], [-0.044, -0.004, 0.034], [-0.141, -0.115, -0.013], [0.090, 0.059, -0.018], [0.022, 0.213, 0.103], [-0.104, -0.025, -0.064], [-0.008, 0.049, -0.063], [-0.021, -0.043, 0.029], [-0.001, 0.006, 0.004], [-0.005, -0.022, -0.027], [0.037, -0.039, 0.025], [-0.008, -0.017, -0.006], [-0.010, 0.008, -0.002], [0.069, 0.057, 0.016], [0.001, -0.022, -0.059], [0.039, -0.053, 0.024], [-0.027, -0.024, -0.006], [0.007, -0.009, 0.015], [0.034, 0.005, 0.015], [-0.010, -0.009, 0.000], [-0.006, 0.001, -0.001], [0.019, -0.015, 0.045], [0.000, 0.000, -0.006], [0.028, -0.016, 0.013], [-0.005, -0.005, -0.003], [-0.029, -0.021, -0.023], [-0.001, 0.001, -0.006], [-0.002, 0.013, 0.006], [-0.029, 0.002, 0.010], [-0.008, 0.011, 0.006], [-0.008, 0.012, -0.015], [-0.006, -0.021, 0.004], [-0.013, -0.021, -0.027], [-0.013, 0.009, 0.018], [0.017, 0.006, -0.003], [0.006, -0.031, 0.015], [0.015, -0.002, 0.001], [0.011, -0.001, -0.006], [0.002, 0.001, 0.001], [0.001, -0.012, 0.035], [0.004, 0.004, -0.007], [-0.001, 0.003, -0.010], [0.003, 0.007, -0.008], [-0.002, 0.009, 0.003], [0.022, -0.125, 0.030], [0.007, -0.003, 0.017], [-0.007, 0.006, -0.007], [-0.001, -0.013, 0.000], [0.004, -0.002, 0.012], [0.005, 0.017, 0.003], [-0.027, 0.015, -0.034], [0.001, 0.003, -0.006], [-0.001, 0.040, -0.004], [0.001, 0.008, 0.003], [0.003, 0.012, -0.004], [0.010, -0.007, 0.006], [0.003, 0.000, 0.001], [0.009, -0.003, -0.010], [0.002, -0.001, 0.000], [0.006, 0.000, -0.005], [-0.014, 0.007, 0.016], [0.005, 0.023, -0.029], [0.002, -0.002, 0.001], [-0.001, 0.001, -0.002], [0.000, 0.000, 0.001], [0.010, -0.003, -0.001], [0.007, -0.003, -0.006], [0.005, -0.014, -0.005], [-0.002, 0.000, -0.003], [0.002, 0.004, -0.002], [0.001, 0.013, -0.003], [-0.001, 0.002, 0.000], [0.003, -0.001, 0.003], [0.001, 0.002, 0.001], [0.002, 0.006, -0.001], [0.005, -0.008, 0.001], [0.000, -0.001, -0.001], [-0.013, 0.039, 0.003], [-0.003, -0.020, -0.011], [0.003, -0.001, 0.001], [0.008, -0.003, 0.005], [0.001, 0.001, 0.000], [-0.007, -0.002, -0.003], [0.000, -0.002, 0.003], [0.008, -0.001, -0.003], [0.004, 0.015, -0.005], [0.003, 0.020, -0.012], [0.002, -0.002, 0.000], [0.007, 0.007, 0.003], [-0.007, -0.003, 0.003], [0.001, -0.002, 0.004], [-0.005, 0.011, 0.012], [0.002, 0.002, 0.004], [0.004, 0.000, 0.004], [-0.001, -0.002, 0.005], [0.003, 0.001, -0.011], [0.000, 0.000, 0.000], [0.006, 0.001, 0.001], [-0.003, -0.003, 0.004], [-0.011, -0.004, 0.008], [0.007, 0.001, -0.003], [0.001, 0.004, 0.000], [0.000, 0.000, -0.001], [0.005, -0.001, -0.002], [0.001, 0.000, -0.001]],
  "max_force_ev_per_a": 0.24,
  "gap_ha": 0.150,
  "total_charge": -2,
  "homo_ha": -0.0258,
  "lumo_energy_ev": 3.4
}